Density functional theory data (ωB97M-V/def2-TZVPD) for the molecule C5H8N4O4S2.

Properties
LUMO (alpha / beta) = -0.954 / -0.955 eV
Relative energy (zero: lowest compared OMol25 entry of this formula, charge and spin) = 0.0 kJ/mol

Geometry as ORCA input:
```
! RIJCOSX wB97M-V def2-TZVPD def2/J DEFGRID3
* xyz 0 1
C -0.4076 -0.5476 2.3697
C -1.1783 0.7691 0.1518
C -0.8039 2.8064 -1.1977
C -1.8553 1.8878 -0.5654
C 0.1380 -1.2445 -0.0765
N -0.0850 -1.5089 2.9063
N 2.4064 -1.9505 1.4072
N -0.6849 -0.2364 -0.5141
N 0.2205 -2.2628 -1.0022
O 1.0722 -3.1233 -0.8179
O -0.5962 -2.2681 -1.9280
O 1.6034 0.4117 1.2799
O 2.5840 -0.6221 -0.7099
S -1.0234 0.9464 1.8719
S 1.8021 -0.7596 0.4715
H -0.2704 2.2894 -1.9959
H -1.2837 3.6870 -1.6157
H -0.0766 3.1264 -0.4549
H -2.5050 1.4870 -1.3469
H -2.4656 2.4523 0.1415
H 2.5648 -2.7920 0.8713
H 1.8543 -2.1122 2.2387
H -1.0096 -0.4356 -1.4848
*
```